--- P ---
{"formula": "CH2ClOP", "method": "ωB97M-V/def2-TZVPD", "homo_lumo_gap_ev": [6.7, 6.7], "homo_ev": [-10.22, -10.22], "elements": ["C", "O", "P", "Cl", "H", "H"], "positions_angstrom": [[0.28577, -1.49756, -0.45524], [1.23490, -1.18608, -1.07052], [-0.10362, -1.02898, 1.41163], [-2.61360, -0.39509, -0.34083], [-0.55514, -2.08748, -0.62092], [-0.03186, 0.36080, 1.36867]], "mulliken_charge": [0.046, -0.367, 0.213, -0.425, 0.392, 0.141]}


--- Q ---
{"formula": "CH2ClOP", "method": "ωB97M-V/def2-TZVPD", "homo_lumo_gap_ev": 10.6, "homo_ev": -10.18, "smiles": "O=C(P)Cl", "elements": ["O", "C", "P", "Cl", "H", "H"], "positions_angstrom": [[-0.64732, -0.86216, 1.70816], [-0.49195, -0.22713, 0.73300], [0.99811, 0.41355, -0.25583], [-1.87653, 0.67097, 0.06988], [0.40210, 0.69855, -1.39086], [1.61559, -0.69379, -0.86434]], "mulliken_charge": [-0.369, 0.479, -0.049, -0.198, 0.064, 0.074]}


--- R ---
{"formula": "CH2ClOP", "method": "ωB97M-V/def2-TZVPD", "homo_lumo_gap_ev": 9.6, "homo_ev": -9.06, "smiles": "O=C=P.Cl", "elements": ["O", "C", "P", "H", "Cl", "H"], "positions_angstrom": [[0.78098, -0.96604, -0.60388], [-0.24929, -1.24264, -0.19875], [-1.68036, -1.36405, 0.52635], [-2.01371, -0.31099, -0.35157], [1.03594, 2.10190, 0.58670], [2.12645, 1.78180, 0.04115]], "mulliken_charge": [-0.310, 0.558, -0.268, 0.034, -0.249, 0.236]}


Question: of the structures shown, which is the least stable? Reply: P.